1.
DFT (wB97M-V/def2-TZVPD) results for C15H18FN3NiO4Si as an isolated structure.

Geometry (Å):
Ni1 -0.156 -0.146 0.350
C1 2.815 0.026 -2.041
C2 2.881 -0.065 -0.560
N1 1.850 -0.180 0.258
C3 2.346 -0.237 1.539
C4 3.701 -0.156 1.497
N2 4.015 -0.046 0.164
C5 4.781 -0.167 2.516
O1 4.406 -0.275 3.768
O2 5.929 -0.064 2.151
C6 1.374 -0.387 2.663
O3 1.799 -0.458 3.817
O4 0.159 -0.433 2.280
H1 1.775 0.102 -2.349
H2 3.253 -0.857 -2.506
H3 3.349 0.905 -2.403
H4 4.967 0.031 -0.164
H5 3.402 -0.346 3.863
C7 -4.026 -1.318 1.451
Si1 -2.917 -1.286 -0.051
C8 -1.615 -2.634 0.098
C9 -3.920 -1.557 -1.608
N3 -1.945 0.148 -0.111
C10 -2.365 1.460 -0.134
C11 -3.685 1.905 -0.294
C12 -3.993 3.258 -0.302
C13 -3.009 4.224 -0.150
C14 -1.688 3.823 0.014
C15 -1.424 2.481 0.016
F1 -0.107 2.060 0.176
H6 -4.556 -2.271 1.530
H7 -4.776 -0.525 1.425
H8 -3.433 -1.183 2.358
H9 -2.071 -3.625 0.139
H10 -1.028 -2.531 1.018
H11 -0.934 -2.641 -0.760
H12 -4.441 -2.517 -1.571
H13 -3.277 -1.555 -2.491
H14 -4.675 -0.781 -1.750
H15 -4.475 1.175 -0.412
H16 -5.026 3.559 -0.428
H17 -3.260 5.275 -0.155
H18 -0.879 4.530 0.143

HOMO energy (spin up / spin down) in Ha: -0.292 / -0.297
Kohn-Sham gap (spin up / spin down) in eV: 8.11 / 7.50
Charge: 0
2S+1: 3

Results of the natural (NBO) charge analysis, in e, for atoms 1 through 2: atom 1 (Ni): 1.47, atom 2 (C): -0.66

=====

2.
DFT (wB97M-V/def2-TZVPD) results for a 12-piece molecular cluster, C22H55N3O11 overall.

Geometry (Å):
H1 -3.849 2.120 -3.664
N1 -3.097 1.574 -3.220
C1 -3.051 0.407 -3.764
C2 -1.900 -0.538 -3.208
C3 -4.025 -0.046 -4.920
C4 -5.474 -0.388 -4.399
C5 -5.837 -1.770 -4.058
C6 -7.230 -2.059 -3.552
C7 -8.174 -0.962 -3.417
C8 -7.853 0.466 -3.798
N2 -8.861 1.411 -3.622
C9 -8.387 2.641 -3.972
C10 -7.027 2.952 -4.506
N3 -6.060 2.005 -4.677
C11 -6.486 0.736 -4.291
H2 -0.919 0.003 -3.377
H3 -2.014 -0.579 -2.084
H4 -1.907 -1.555 -3.682
H5 -4.042 0.700 -5.768
H6 -3.596 -1.007 -5.341
H7 -5.109 -2.622 -4.163
H8 -7.565 -3.079 -3.246
H9 -9.199 -1.185 -3.007
H10 -9.096 3.508 -3.849
H11 -6.765 4.014 -4.760
C12 -5.631 -4.615 -1.652
O1 -5.541 -5.075 -2.996
H12 -5.652 -3.526 -1.657
H13 -6.549 -4.993 -1.194
H14 -4.762 -4.957 -1.085
H15 -5.524 -6.039 -2.969
C13 -1.551 -1.946 0.934
O2 -1.457 -2.414 -0.406
H16 -1.551 -0.857 0.926
H17 -2.480 -2.304 1.386
H18 -0.693 -2.303 1.510
H19 -1.458 -3.377 -0.373
C14 1.235 0.335 -0.503
O3 1.618 1.002 0.691
H20 0.151 0.388 -0.604
H21 1.701 0.822 -1.364
H22 1.542 -0.711 -0.454
H23 2.579 0.939 0.756
C15 5.297 2.419 0.749
O4 5.057 1.182 1.412
H24 4.412 2.685 0.172
H25 5.496 3.201 1.485
H26 6.151 2.318 0.074
H27 5.854 0.969 1.916
C16 7.242 -1.575 3.442
O5 7.839 -0.442 2.811
H28 6.434 -1.232 4.088
H29 6.836 -2.248 2.682
H30 7.985 -2.098 4.042
H31 8.548 -0.771 2.247
C17 -6.987 3.267 -0.577
O6 -6.405 4.401 -1.206
H32 -7.794 3.601 0.073
H33 -7.390 2.591 -1.336
H34 -6.232 2.749 0.020
H35 -5.695 4.080 -1.774
C18 9.238 1.959 5.632
O7 8.607 2.285 4.400
H36 9.894 2.780 5.918
H37 8.483 1.813 6.407
H38 9.830 1.048 5.513
H39 8.034 1.543 4.168
C19 -7.434 4.093 -8.269
O8 -6.309 3.393 -7.755
H40 -7.087 4.822 -9.000
H41 -8.118 3.393 -8.755
H42 -7.951 4.614 -7.457
H43 -6.641 2.755 -7.111
C20 3.087 -2.261 1.713
O9 3.514 -1.318 0.743
H44 2.373 -2.942 1.249
H45 3.944 -2.833 2.080
H46 2.602 -1.744 2.546
H47 4.143 -0.726 1.176
C21 9.747 2.304 9.482
O10 9.421 1.060 8.875
H48 9.903 3.044 8.698
H49 8.927 2.629 10.127
H50 10.664 2.202 10.069
H51 9.288 0.422 9.585
C22 8.013 -4.373 6.466
O11 7.385 -4.045 5.232
H52 8.671 -3.553 6.751
H53 7.257 -4.514 7.242
H54 8.603 -5.285 6.352
H55 6.809 -4.783 5.001

HOMO energy in Ha: -0.316
Kohn-Sham gap in eV: 7.94
Charge: 0
SMILES: [H]/N=C(/C)Cc1cccc2nccnc12.CO.CO.CO.CO.CO.CO.CO.CO.CO.CO.CO

Results of the Mulliken charge analysis, in e, for atoms 1 through 2: atom 1 (H): 0.34, atom 2 (N): -0.79

=====

3.
DFT (wB97M-V/def2-TZVPD) results for an isolated ion of composition C3H4NO and charge +1.

Geometry (Å):
C1 -0.933 -0.556 0.033
N1 0.040 -1.444 0.068
C2 1.197 -0.959 0.102
O1 1.036 0.687 0.112
C3 -0.207 0.931 0.088
H1 -1.891 -0.304 -0.155
H2 1.941 -1.640 -0.187
H3 -0.534 1.459 -0.833
H4 -0.650 1.827 0.772

HOMO energy (spin up / spin down) in Ha: -0.616 / -0.616
Kohn-Sham gap (spin up / spin down) in eV: 8.83 / 8.83
Charge: +1
SMILES: C1=[N+]=COC1

Results of the natural (NBO) charge analysis, in e, for atoms 1 through 2: atom 1 (C): 0.35, atom 2 (N): -0.44

=====

Look up the charge of the second one. 0